(1)
Density functional theory data (ωB97M-V/def2-TZVPD) for a 17-piece molecular cluster, C37H55BN19O4 overall in a non-equilibrium geometry.

Positions of all 116 atoms, in Å:
O1 3.994 -2.628 -0.486
N1 4.582 -1.740 -0.976
O2 4.654 -1.892 -2.365
C1 4.341 -0.577 -2.908
C2 2.971 -0.147 -2.351
C3 2.755 1.134 -1.705
N2 1.530 1.366 -1.241
N3 0.440 0.662 -1.282
C4 0.534 -0.534 -1.856
B1 -0.734 -1.539 -1.953
O3 -0.682 -2.743 -1.248
O4 -1.820 -1.283 -2.715
C5 1.812 -0.968 -2.388
H1 4.347 -0.600 -4.018
H2 5.131 0.120 -2.549
H3 3.568 1.870 -1.575
H4 1.430 2.280 -0.758
H5 0.263 -2.897 -1.078
H6 -1.635 -0.619 -3.402
H7 1.868 -1.972 -2.849
C6 -2.728 2.989 0.388
C7 -1.298 3.274 0.420
N4 -0.173 3.508 0.446
H8 -2.944 2.094 -0.200
H9 -3.124 2.825 1.386
H10 -3.289 3.811 -0.053
C8 -5.563 -2.356 -1.483
C9 -4.971 -1.054 -1.197
N5 -4.502 -0.030 -0.973
H11 -4.816 -3.149 -1.439
H12 -6.346 -2.604 -0.766
H13 -6.009 -2.380 -2.478
C10 -5.909 2.100 3.416
C11 -5.699 2.805 2.159
N6 -5.534 3.350 1.162
H14 -5.248 1.238 3.505
H15 -5.720 2.744 4.275
H16 -6.931 1.736 3.503
C12 0.792 3.425 -4.311
C13 0.607 2.039 -4.725
N7 0.461 0.934 -5.030
H17 0.253 4.115 -4.960
H18 0.435 3.589 -3.295
H19 1.842 3.712 -4.336
C14 -8.584 5.368 4.419
C15 -8.764 3.951 4.125
N8 -8.905 2.836 3.893
H20 -9.132 5.992 3.713
H21 -8.940 5.614 5.419
H22 -7.534 5.655 4.364
C16 -1.173 -3.400 -5.635
C17 -0.576 -2.101 -5.342
N9 -0.102 -1.075 -5.098
H23 -0.432 -4.198 -5.591
H24 -1.960 -3.646 -4.921
H25 -1.618 -3.422 -6.629
C18 -1.267 -5.659 -9.465
C19 -2.203 -5.587 -8.349
N10 -2.943 -5.530 -7.471
H26 -1.026 -6.693 -9.714
H27 -1.679 -5.194 -10.360
H28 -0.331 -5.151 -9.232
C20 3.252 -2.397 2.903
C21 2.379 -2.413 4.071
N11 1.699 -2.426 4.996
H29 3.533 -3.406 2.601
H30 2.767 -1.923 2.049
H31 4.174 -1.847 3.102
C22 -7.673 -1.177 4.939
C23 -6.243 -0.901 4.999
N12 -5.119 -0.670 5.038
H32 -7.882 -2.058 4.331
H33 -8.088 -1.359 5.930
H34 -8.223 -0.341 4.503
C24 3.693 -1.358 8.033
C25 5.108 -1.657 8.208
N13 6.223 -1.892 8.345
H35 3.156 -1.384 8.981
H36 3.545 -0.369 7.601
H37 3.216 -2.079 7.367
C26 9.335 -2.865 6.886
C27 10.753 -3.165 7.053
N14 11.869 -3.399 7.185
H38 8.806 -2.886 7.839
H39 9.183 -1.877 6.453
H40 8.848 -3.586 6.230
C28 -8.524 -0.628 1.006
C29 -9.079 -1.862 1.556
N15 -9.512 -2.830 1.995
H41 -7.433 -0.651 0.993
H42 -8.860 -0.463 -0.018
H43 -8.826 0.241 1.593
C30 7.845 1.211 6.211
C31 7.314 0.255 5.247
N16 6.895 -0.499 4.488
H44 7.057 1.610 6.850
H45 8.590 0.750 6.859
H46 8.321 2.055 5.712
C32 7.385 -4.075 -0.411
C33 8.798 -3.713 -0.398
N17 9.909 -3.427 -0.387
H47 7.201 -4.946 -1.040
H48 7.024 -4.314 0.590
H49 6.768 -3.263 -0.794
C34 -2.301 4.624 -7.472
C35 -0.874 4.908 -7.379
N18 0.251 5.132 -7.306
H50 -2.496 3.793 -8.150
H51 -2.718 4.360 -6.500
H52 -2.854 5.487 -7.842
C36 2.899 6.995 -3.395
C37 2.215 5.951 -2.641
N19 1.676 5.129 -2.046
H53 3.281 7.775 -2.736
H54 3.745 6.593 -3.953
H55 2.229 7.470 -4.113

Output
**Net charge**: +1
**Multiplicity**: 1
**HOMO-LUMO gap**: 7.93 eV

(2)
Density functional theory data (ωB97M-V/def2-TZVPD) for a 10-piece molecular cluster, C37H56N10O3 overall in a non-equilibrium geometry.

Positions of all 106 atoms, in Å:
C1 3.073 -3.219 2.538
C2 3.797 -1.952 2.934
O1 4.658 -1.980 3.805
N1 3.403 -0.818 2.318
C3 4.050 0.457 2.539
H1 2.203 -3.366 3.182
H2 3.723 -4.064 2.748
H3 2.744 -3.173 1.500
H4 2.878 -0.910 1.454
H5 4.886 0.379 3.229
H6 3.336 1.152 2.993
H7 4.416 0.887 1.607
C4 -1.272 1.937 -3.374
C5 -2.399 0.966 -3.661
O2 -3.583 1.224 -3.472
N2 -1.997 -0.139 -4.326
C6 -2.860 -1.249 -4.664
H8 -1.599 2.965 -3.232
H9 -0.625 1.905 -4.250
H10 -0.772 1.673 -2.440
H11 -1.013 -0.299 -4.499
H12 -2.463 -2.210 -4.325
H13 -2.980 -1.324 -5.745
H14 -3.809 -1.123 -4.147
C7 -0.302 -1.727 -1.358
C8 0.232 -1.245 -0.039
O3 1.443 -1.320 0.197
N3 -0.613 -0.591 0.759
C9 -0.145 0.086 1.971
H15 -1.393 -1.751 -1.397
H16 -0.033 -2.776 -1.494
H17 0.065 -1.081 -2.152
H18 -1.624 -0.609 0.652
H19 0.203 1.057 1.603
H20 0.669 -0.489 2.404
H21 -0.935 0.281 2.691
N4 -4.137 -1.822 -0.597
C10 -3.692 -0.544 -0.385
C11 -3.741 -0.317 0.974
C12 -4.194 -1.508 1.587
C13 -4.442 -2.417 0.597
H22 -4.282 -2.203 -1.514
H23 -3.500 0.125 -1.209
H24 -3.551 0.589 1.528
H25 -4.390 -1.625 2.640
H26 -4.752 -3.447 0.636
N5 -3.322 4.438 -0.903
C14 -2.438 5.110 -0.089
C15 -1.762 4.193 0.675
C16 -2.217 2.913 0.240
C17 -3.168 3.092 -0.721
H27 -3.894 4.887 -1.593
H28 -2.388 6.185 -0.146
H29 -0.939 4.380 1.346
H30 -1.848 1.933 0.506
H31 -3.743 2.380 -1.289
N6 1.990 -4.683 -1.195
C18 1.024 -4.956 -0.265
C19 0.218 -5.946 -0.769
C20 0.746 -6.322 -2.029
C21 1.824 -5.520 -2.272
H32 2.765 -4.056 -1.081
H33 0.958 -4.426 0.670
H34 -0.609 -6.400 -0.248
H35 0.408 -7.103 -2.689
H36 2.562 -5.532 -3.058
N7 2.076 -1.363 -3.865
C22 1.827 -0.139 -4.436
C23 1.056 -0.361 -5.548
C24 0.829 -1.754 -5.661
C25 1.531 -2.348 -4.638
H37 2.457 -1.477 -2.941
H38 2.178 0.780 -3.997
H39 0.619 0.456 -6.104
H40 0.234 -2.260 -6.403
H41 1.607 -3.392 -4.385
N8 1.956 3.548 -2.016
C26 1.452 2.797 -0.997
C27 2.309 1.756 -0.749
C28 3.361 1.849 -1.696
C29 3.101 2.946 -2.484
H42 1.473 4.314 -2.449
H43 0.485 2.959 -0.544
H44 2.106 1.015 0.007
H45 4.142 1.140 -1.920
H46 3.581 3.324 -3.371
N9 -1.737 -0.531 5.693
C30 -0.844 0.509 5.639
C31 0.394 -0.036 5.385
C32 0.239 -1.443 5.321
C33 -1.092 -1.718 5.512
H47 -2.723 -0.425 5.841
H48 -1.177 1.521 5.783
H49 1.361 0.441 5.366
H50 0.996 -2.197 5.182
H51 -1.635 -2.648 5.528
N10 1.491 4.818 2.626
C34 1.204 3.488 2.721
C35 0.231 3.349 3.688
C36 -0.083 4.650 4.152
C37 0.699 5.548 3.475
H52 2.128 5.194 1.947
H53 1.699 2.734 2.133
H54 -0.320 2.475 3.987
H55 -0.888 4.911 4.821
H56 0.830 6.615 3.504

Output
**Relative energy (zero: lowest compared OMol25 entry of this formula, charge and spin)**: 0.0 kJ/mol
**Structure (SMILES)**: c1cc[nH]c1.c1cc[nH]c1.c1cc[nH]c1.c1cc[nH]c1.c1cc[nH]c1.c1cc[nH]c1.c1cc[nH]c1.CNC(C)=O.CNC(C)=O.CNC(C)=O
**Multiplicity**: 1
**HOMO-LUMO gap**: 8.80 eV

(3)
Density functional theory data (ωB97M-V/def2-TZVPD) for C37H57BHfN4O8P2S as an isolated structure in a non-equilibrium geometry.

Positions of all 111 atoms, in Å:
Hf1 0.030 1.194 -0.368
O1 1.925 0.759 -1.614
C1 2.437 1.873 -2.354
C2 1.279 2.607 -2.949
N1 0.366 3.127 -1.890
C3 1.028 4.218 -1.152
C4 1.827 3.682 0.059
O2 2.729 4.293 0.540
O3 1.382 2.517 0.463
C5 -0.904 3.496 -2.535
C6 -1.850 2.283 -2.574
O4 -2.941 2.354 -3.086
O5 -1.325 1.209 -2.013
H1 2.588 0.313 -1.081
H2 3.151 1.543 -3.111
H3 2.991 2.497 -1.649
H4 0.708 1.937 -3.625
H5 1.654 3.433 -3.556
H6 0.277 4.876 -0.728
H7 1.691 4.829 -1.771
H8 -0.758 3.925 -3.554
H9 -1.422 4.261 -1.963
C7 -0.478 -1.775 4.820
C8 -0.923 -1.168 3.471
C9 -0.904 -2.293 2.433
C10 -2.353 -0.679 3.626
P1 0.240 0.221 2.796
C11 1.878 -0.639 2.754
N2 1.975 -1.324 1.472
B1 1.253 -1.060 0.192
N3 1.778 -2.195 -0.597
C12 1.581 -2.652 -1.958
P2 0.559 -1.527 -3.030
C13 -1.089 -2.430 -3.173
C14 -2.059 -1.468 -3.901
C15 -1.102 -3.843 -3.776
C16 -1.560 -2.601 -1.721
C17 1.496 -1.657 -4.681
C18 1.969 -3.076 -5.020
C19 2.756 -0.790 -4.533
C20 0.604 -1.076 -5.774
C21 2.627 -3.019 0.153
C22 3.245 -4.230 -0.172
C23 4.008 -4.866 0.796
C24 4.164 -4.304 2.049
C25 3.570 -3.088 2.373
C26 2.780 -2.474 1.428
C27 0.493 1.565 4.093
C28 -0.876 2.106 4.516
C29 1.294 2.618 3.364
C30 1.299 1.144 5.335
H10 -1.113 -2.590 5.079
H11 0.535 -2.174 4.795
H12 -0.546 -1.017 5.610
H13 -1.591 -3.066 2.733
H14 -1.218 -1.916 1.459
H15 0.096 -2.722 2.306
H16 -3.047 -1.485 3.776
H17 -2.406 0.018 4.478
H18 -2.619 -0.096 2.731
H19 2.704 0.055 2.945
H20 1.973 -1.359 3.539
H21 2.581 -2.828 -2.408
H22 1.152 -3.667 -1.925
H23 -1.897 -1.466 -4.997
H24 -3.062 -1.766 -3.682
H25 -1.939 -0.442 -3.529
H26 -0.932 -3.779 -4.861
H27 -0.325 -4.484 -3.359
H28 -2.079 -4.304 -3.596
H29 -1.432 -1.694 -1.175
H30 -2.592 -2.901 -1.735
H31 -0.964 -3.367 -1.222
H32 2.771 -3.422 -4.379
H33 1.173 -3.819 -4.970
H34 2.364 -3.085 -6.046
H35 3.247 -0.992 -3.586
H36 3.480 -1.021 -5.331
H37 2.522 0.275 -4.624
H38 -0.119 -1.815 -6.119
H39 0.074 -0.202 -5.375
H40 1.235 -0.756 -6.630
H41 3.062 -4.716 -1.125
H42 4.419 -5.848 0.600
H43 4.790 -4.829 2.771
H44 3.745 -2.646 3.343
H45 -1.573 2.176 3.679
H46 -1.322 1.495 5.285
H47 -0.747 3.102 4.900
H48 0.722 3.111 2.579
H49 1.542 3.396 4.084
H50 2.225 2.238 2.951
H51 0.823 0.351 5.898
H52 2.300 0.759 5.048
H53 1.443 2.011 5.988
O6 -1.412 4.633 2.228
S1 -2.155 4.122 1.110
O7 -2.344 5.014 -0.006
N4 -1.598 2.646 0.597
C31 -2.476 1.671 0.815
O8 -2.139 0.503 0.519
C32 -3.777 2.140 1.483
C33 -4.934 1.429 1.777
C34 -6.004 2.096 2.362
C35 -5.909 3.469 2.612
C36 -4.747 4.197 2.326
C37 -3.711 3.505 1.728
H54 -4.982 0.388 1.529
H55 -6.908 1.597 2.643
H56 -6.762 3.970 3.048
H57 -4.686 5.256 2.500

Output
**Relative energy (zero: lowest compared OMol25 entry of this formula, charge and spin)**: 0.0 kJ/mol
**Multiplicity**: 1
**HOMO-LUMO gap**: 7.64 eV

(4)
Density functional theory data (ωB97M-V/def2-TZVPD) for C37H57BeBr5Cl2CsFN7O10 as an isolated structure in a non-equilibrium geometry.

Positions of all 121 atoms, in Å:
C1 0.878 -3.738 -3.212
C2 1.273 -3.647 -2.073
C3 1.426 -3.744 -0.594
C4 1.074 -2.433 0.188
C5 -0.215 -1.802 -0.335
C6 -1.023 -0.819 0.578
C7 -0.778 -1.125 2.065
C8 -1.223 -2.452 2.675
C9 -1.129 -3.843 2.043
N1 -1.678 -2.383 3.857
N2 -0.594 0.620 0.334
C10 0.870 0.915 0.556
C11 1.606 1.634 -0.600
C12 1.605 0.913 -1.958
Br1 3.138 -0.406 -2.091
C13 -1.496 1.630 1.035
C14 -1.134 3.075 0.594
C15 -1.349 3.379 -0.917
C16 -1.696 4.174 1.555
C17 -0.586 5.062 2.161
C18 -3.004 1.252 1.122
C19 -4.008 2.309 0.555
C20 -4.677 3.236 1.365
C21 -5.569 4.062 0.677
C22 -5.732 3.907 -0.683
N3 -5.114 3.067 -1.512
C23 -4.277 2.302 -0.806
C24 -3.509 0.820 2.557
C25 -3.110 1.648 3.781
F1 -4.883 0.648 2.551
O1 -3.407 0.103 0.372
C26 -2.469 -0.899 0.031
C27 -2.565 -0.883 -1.533
O2 -3.986 -0.915 -1.797
N4 -4.085 -1.538 -3.078
O3 -4.093 -0.730 -3.913
C28 -3.193 -2.271 0.375
O4 -3.070 -3.269 -0.385
O5 -3.889 -2.293 1.392
H1 0.437 -3.919 -4.266
H2 2.504 -3.894 -0.409
H3 0.931 -4.623 -0.165
H4 1.121 -2.707 1.244
H5 1.931 -1.787 0.001
H6 -0.846 -2.624 -0.697
H7 0.040 -1.235 -1.248
H8 0.306 -1.086 2.278
H9 -1.163 -0.374 2.765
H10 -1.220 -3.870 0.955
H11 -1.888 -4.525 2.442
H12 -0.157 -4.272 2.345
H13 -1.926 -3.318 4.176
H14 -0.755 0.809 -0.663
H15 0.915 1.607 1.410
H16 1.492 0.078 0.873
H17 2.664 1.695 -0.298
H18 1.291 2.669 -0.765
H19 0.632 0.492 -2.260
H20 1.812 1.659 -2.725
H21 -1.101 1.623 2.064
H22 -0.059 3.269 0.733
H23 -2.219 4.043 -1.004
H24 -1.613 2.496 -1.524
H25 -0.492 3.857 -1.402
H26 -2.328 3.781 2.353
H27 -2.325 4.829 0.935
H28 -0.178 5.799 1.438
H29 -0.881 5.534 3.103
H30 0.268 4.401 2.410
H31 -4.520 3.310 2.433
H32 -6.133 4.821 1.213
H33 -6.470 4.559 -1.163
H34 -3.715 1.593 -1.416
H35 -3.162 -0.210 2.725
H36 -2.175 2.218 3.732
H37 -3.881 2.340 4.148
H38 -2.974 0.946 4.619
H39 -2.159 0.047 -1.976
H40 -2.173 -1.796 -1.975
Cs1 -1.422 -4.104 -3.937
Br2 3.504 1.150 -4.377
C29 0.205 -10.220 -4.211
O6 0.493 -8.825 -4.276
H41 -0.585 -10.372 -3.480
H42 -0.132 -10.582 -5.185
H43 1.094 -10.775 -3.900
H44 1.192 -8.708 -4.925
Be1 5.200 -1.860 -1.384
Cl1 4.294 -1.597 0.088
N5 5.135 -4.061 4.723
C30 6.351 -3.898 4.083
C31 6.109 -3.317 2.866
C32 4.722 -3.126 2.765
C33 4.133 -3.580 3.916
H45 5.005 -4.465 5.631
H46 7.269 -4.208 4.553
H47 6.833 -3.029 2.074
H48 4.278 -2.701 1.900
H49 3.101 -3.612 4.228
N6 -4.551 -1.967 -7.758
O7 -5.666 -1.783 -8.272
O8 -3.572 -1.274 -8.106
O9 -4.403 -2.856 -6.882
Cl2 6.849 -3.520 0.081
C34 5.508 -5.339 -4.201
Br3 6.948 -4.714 -3.100
Br4 3.822 -4.613 -3.601
Br5 5.807 -4.983 -6.077
H50 5.452 -6.413 -4.085
C35 2.707 8.195 2.870
C36 1.815 8.236 1.654
O10 0.726 7.681 1.631
N7 2.259 8.915 0.566
C37 3.512 9.631 0.403
H51 2.218 7.620 3.650
H52 3.657 7.715 2.628
H53 2.885 9.205 3.244
H54 1.613 8.901 -0.207
H55 3.295 10.676 0.176
H56 4.060 9.197 -0.435
H57 4.124 9.579 1.296

Output
**Net charge**: -1
**Multiplicity**: 1
**HOMO-LUMO gap**: 4.31 eV